{"formula": "C6H14N2O", "method": "the ωB97M-V functional and the def2-TZVPD basis", "energy_ev": -11473.4109, "gap_ev": 9.12, "de_lowest_kcal_mol": 100.52, "multiplicity": 1, "lumo_energy_ha": 0.0322, "smiles": "CC(C)=C(C)O.C=NN", "e_homo_ha": -0.3027, "elements": ["C", "C", "C", "C", "C", "O", "H", "H", "H", "H", "H", "H", "H", "H", "H", "H", "C", "N", "N", "H", "H", "H", "H"], "positions_angstrom": [[1.7291, -0.7635, 1.2735], [1.3601, 0.0504, 0.0618], [2.2119, -0.2797, -1.1143], [0.3470, 0.8884, -0.0030], [-0.0533, 1.7894, -1.1394], [-0.4571, 1.0487, 1.1553], [2.5551, -1.3704, 1.0850], [1.0143, -1.4730, 1.6983], [1.8955, -0.1748, 2.0726], [1.8769, -1.2316, -1.6014], [3.1903, -0.3158, -0.7623], [2.0912, 0.5311, -1.8702], [0.4098, 2.8125, -0.9490], [-1.1515, 1.9848, -1.2559], [0.1800, 1.3747, -2.1803], [-0.3266, 0.2939, 1.6092], [-1.8234, -1.5617, 0.6188], [-2.0374, -0.6298, -0.2072], [-3.1919, 0.0502, -0.3067], [-0.7538, -2.0572, 0.5495], [-2.5400, -1.9457, 1.4092], [-2.7649, 0.8965, -0.7116], [-3.7614, 0.0827, 0.5680]]}

---

{"formula": "C37H55BrI2N2O6", "method": "the ωB97M-V functional and the def2-TZVPD basis", "energy_ev": -140763.4440, "gap_ev": 7.93, "multiplicity": 1, "lumo_energy_ha": -0.0299, "e_homo_ha": -0.3214, "elements": ["C", "C", "C", "C", "C", "C", "C", "C", "C", "C", "C", "C", "C", "C", "C", "C", "C", "Br", "C", "C", "C", "C", "O", "C", "C", "C", "C", "O", "C", "N", "C", "O", "N", "C", "I", "C", "C", "I", "C", "O", "H", "H", "H", "H", "H", "H", "H", "H", "H", "H", "H", "H", "H", "H", "H", "H", "H", "H", "H", "H", "H", "H", "H", "H", "H", "H", "H", "H", "H", "H", "H", "H", "H", "H", "H", "H", "H", "H", "H", "H", "H", "H", "H", "C", "C", "O", "C", "H", "H", "H", "H", "H", "H", "C", "C", "O", "C", "H", "H", "H", "H", "H", "H"], "positions_angstrom": [[7.4869, -3.0192, 3.7319], [8.4344, -4.0336, 2.9473], [9.3511, -3.2859, 1.8626], [8.6566, -3.4670, 0.4439], [8.8954, -2.2211, -0.5342], [7.5548, -1.6276, -1.1468], [7.4091, -0.0475, -0.9720], [6.0501, 0.3662, -0.2477], [5.5657, 1.8228, -0.6199], [4.6321, 2.4744, 0.4951], [3.6637, 3.5709, -0.1014], [2.7358, 4.2362, 1.0138], [1.7080, 3.1353, 1.5254], [0.1845, 3.6080, 1.4648], [-0.7394, 2.8588, 2.5280], [-1.3452, 1.5226, 1.9654], [-2.6800, 1.5047, 1.2982], [-3.6708, 3.1730, 1.1754], [-3.2147, 0.2252, 0.7377], [-4.5789, 0.1255, -0.0137], [-5.5949, -0.9400, 0.5686], [-6.4172, -1.5309, -0.6413], [-5.6680, -2.3797, -1.5110], [-6.0631, -3.7563, -1.4178], [-2.3602, -0.9490, 0.9220], [-1.0245, -0.9745, 1.5831], [-0.5261, 0.2933, 2.1083], [0.7656, 0.3045, 2.7113], [1.7003, -0.0807, 1.7909], [2.3658, -0.5684, 0.9911], [-0.4038, -2.4089, 1.5397], [0.5093, -2.8611, 2.1648], [-1.2084, -3.0539, 0.5360], [-0.5855, -3.4375, -0.7128], [-0.3099, -5.5733, -1.0022], [-0.1663, -2.5828, -1.7000], [-0.3176, -1.0324, -1.5515], [0.7216, -3.3507, -3.5115], [-2.5252, -2.4443, 0.5029], [-3.4829, -3.1120, 0.2319], [8.0159, -2.0300, 3.7788], [7.2678, -3.3827, 4.7739], [6.5492, -2.8524, 3.1316], [9.0299, -4.6409, 3.6772], [7.7601, -4.7355, 2.3754], [9.4285, -2.2074, 2.1773], [10.4083, -3.6860, 1.8776], [9.0742, -4.4162, 0.0053], [7.5499, -3.5982, 0.5697], [9.5413, -1.4639, -0.0173], [9.5183, -2.6303, -1.3870], [6.6612, -2.1654, -0.7068], [7.5537, -1.9095, -2.2426], [8.3129, 0.3142, -0.4046], [7.4831, 0.3884, -2.0147], [6.2448, 0.2481, 0.8541], [5.2831, -0.3794, -0.6093], [4.9573, 1.7384, -1.5684], [6.4788, 2.4464, -0.8360], [5.3471, 2.9167, 1.2556], [4.0454, 1.6755, 1.0290], [3.0656, 3.0867, -0.9220], [4.3152, 4.3968, -0.5076], [2.1302, 5.0861, 0.5758], [3.3885, 4.5839, 1.8674], [1.7862, 2.2676, 0.8061], [1.9167, 2.8481, 2.5899], [-0.2000, 3.3138, 0.4397], [0.1015, 4.7319, 1.5575], [-0.0724, 2.5985, 3.4037], [-1.5539, 3.5385, 2.9067], [-5.0721, 1.1380, 0.0959], [-4.3949, 0.0152, -1.1243], [-6.3413, -0.3618, 1.1972], [-5.1399, -1.7032, 1.2473], [-6.7378, -0.6390, -1.2698], [-7.3735, -2.0028, -0.2811], [-5.1284, -4.3953, -1.3647], [-6.6392, -3.9994, -0.4791], [-6.6311, -4.1261, -2.3169], [-1.3989, -0.7020, -1.5629], [0.2511, -0.6040, -0.6863], [0.1310, -0.5728, -2.4835], [-6.0480, 6.8700, 2.0868], [-5.7434, 6.4436, 0.6742], [-4.7420, 5.8118, 0.4077], [-6.7310, 6.8329, -0.3946], [-5.2539, 6.5223, 2.7485], [-6.0999, 7.9588, 2.1437], [-6.9929, 6.4308, 2.4124], [-6.8132, 7.9201, -0.4471], [-7.7059, 6.3919, -0.1784], [-6.3846, 6.4610, -1.3593], [-7.7497, -2.2585, -4.7577], [-8.9972, -3.0238, -4.3949], [-9.0099, -3.8064, -3.4692], [-10.2282, -2.7768, -5.2293], [-6.9443, -2.5339, -4.0753], [-7.4453, -2.5048, -5.7769], [-7.9323, -1.1857, -4.6685], [-10.0330, -3.0459, -6.2692], [-10.5198, -1.7270, -5.1608], [-11.0471, -3.3926, -4.8562]]}

---

{"formula": "C2H10N3O", "method": "the ωB97M-V functional and the def2-TZVPD basis", "energy_ev": -8734.1668, "gap_ev": [10.04, 5.23], "s2": 0.763, "de_lowest_kcal_mol": 17.15, "multiplicity": 2, "lumo_energy_ha": [-0.3298, -0.5056], "charge": 2, "e_homo_ha": [-0.6987, -0.6980], "elements": ["C", "N", "C", "N", "N", "H", "H", "H", "H", "H", "H", "H", "H", "H", "H", "O"], "positions_angstrom": [[-1.7922, 0.1035, -1.8779], [-0.7365, -0.3014, -0.9928], [-0.0560, 0.4827, -0.0519], [1.1864, 0.0936, 0.1892], [-0.6538, 1.5154, 0.4813], [-2.0616, 1.1563, -1.7804], [-1.4576, -0.0556, -2.8993], [-2.6161, -0.5833, -1.6646], [-0.5527, -1.2996, -1.0915], [1.4031, -0.8915, 0.3035], [1.9115, 0.7032, 0.5637], [-0.2167, 1.9887, 1.2727], [-1.5955, 1.7702, 0.2242], [1.7041, -1.9064, 2.4107], [3.1344, -1.4936, 2.7557], [2.3993, -1.2823, 2.1573]]}

---

{"formula": "C5H6NO3", "method": "the ωB97M-V functional and the def2-TZVPD basis", "energy_ev": -12901.1392, "gap_ev": [6.88, 8.03], "s2": 2.007, "de_lowest_kcal_mol": 26.07, "multiplicity": 3, "lumo_energy_ha": [-0.1375, -0.2742], "charge": 1, "e_homo_ha": [-0.3905, -0.5694], "elements": ["C", "C", "C", "C", "C", "N", "O", "O", "O", "H", "H", "H", "H", "H", "H"], "positions_angstrom": [[-0.1895, 1.8668, -0.1227], [0.5681, 0.8273, 0.1991], [2.1252, 0.0273, -0.0116], [-1.6331, 0.1673, -0.0398], [0.3643, -1.4901, -0.1622], [-0.3197, -0.3300, 0.4690], [3.1744, 0.5265, -0.0084], [-1.5054, 1.5698, -0.1104], [1.7449, -1.2366, -0.1274], [0.0923, 2.8834, -0.3223], [-1.8153, -0.2213, -1.0538], [-2.4604, -0.0940, 0.6255], [0.1885, -2.4251, 0.3821], [0.0260, -1.5932, -1.2043], [-0.3603, -0.4780, 1.4874]]}

---

{"formula": "C23H31N5O", "method": "the ωB97M-V functional and the def2-TZVPD basis", "energy_ev": -33851.1502, "gap_ev": 9.27, "multiplicity": 1, "lumo_energy_ha": 0.0213, "smiles": "CC(C)(C)c1ccc(CN(Cc2ccco2)Cc2nnnn2C2CCCC2)cc1", "e_homo_ha": -0.3193, "elements": ["C", "C", "C", "C", "C", "C", "C", "C", "C", "N", "C", "C", "C", "C", "C", "O", "C", "C", "N", "N", "N", "N", "C", "C", "C", "C", "C", "C", "C", "H", "H", "H", "H", "H", "H", "H", "H", "H", "H", "H", "H", "H", "H", "H", "H", "H", "H", "H", "H", "H", "H", "H", "H", "H", "H", "H", "H", "H", "H", "H"], "positions_angstrom": [[-5.1171, -0.0186, -0.1982], [-4.7150, 1.4567, -0.3374], [-5.1877, 1.9529, -1.7064], [-5.4186, 2.2915, 0.7420], [-3.2103, 1.5803, -0.1568], [-2.6293, 1.1998, 1.0522], [-1.2679, 1.2957, 1.2601], [-0.4270, 1.7707, 0.2603], [1.0597, 1.8148, 0.4850], [1.5987, 0.4572, 0.4746], [2.8849, 0.3442, 1.1581], [3.9450, 1.2652, 0.6416], [4.3303, 2.5126, 1.0421], [5.3518, 2.9192, 0.1495], [5.5072, 1.8929, -0.7286], [4.6604, 0.8924, -0.4413], [1.6380, -0.1095, -0.8680], [1.7159, -1.5892, -0.7975], [2.6446, -2.3693, -1.3027], [2.2926, -3.6122, -1.0029], [1.2089, -3.6392, -0.3459], [0.8008, -2.3801, -0.1834], [-0.4205, -1.9925, 0.4692], [-0.7844, -2.9620, 1.6045], [-2.2956, -3.1397, 1.4902], [-2.5197, -3.1479, -0.0179], [-1.6161, -2.0177, -0.5108], [-0.9969, 2.1524, -0.9436], [-2.3645, 2.0619, -1.1474], [-6.1950, -0.1230, -0.3013], [-4.6392, -0.6134, -0.9743], [-4.8277, -0.4202, 0.7691], [-6.2682, 1.8458, -1.7763], [-4.7418, 1.3722, -2.5107], [-4.9449, 3.0036, -1.8467], [-5.1876, 1.9294, 1.7399], [-6.4968, 2.2455, 0.6059], [-5.1064, 3.3317, 0.6756], [-3.2472, 0.8238, 1.8538], [-0.8477, 1.0036, 2.2119], [1.2649, 2.2366, 1.4719], [1.5425, 2.4560, -0.2690], [2.7160, 0.5527, 2.2180], [3.2243, -0.6891, 1.0499], [3.9440, 3.0687, 1.8720], [5.8906, 3.8442, 0.1650], [6.1593, 1.7568, -1.5682], [0.7100, 0.1674, -1.3785], [2.4905, 0.2496, -1.4622], [-0.2536, -0.9791, 0.8425], [-0.4743, -2.5834, 2.5770], [-0.2855, -3.9148, 1.4239], [-2.6427, -4.0505, 1.9742], [-2.8100, -2.2878, 1.9382], [-3.5617, -2.9934, -0.2925], [-2.1870, -4.1005, -0.4314], [-2.1384, -1.0620, -0.4627], [-1.2861, -2.1741, -1.5378], [-0.3687, 2.5362, -1.7359], [-2.7572, 2.3754, -2.1006]]}

---

{"formula": "C3F6N2", "method": "the ωB97M-V functional and the def2-TZVPD basis", "energy_ev": -22392.9912, "gap_ev": 9.22, "de_lowest_kcal_mol": 0.00, "multiplicity": 1, "lumo_energy_ha": -0.0540, "e_homo_ha": -0.3928, "elements": ["C", "C", "C", "N", "N", "F", "F", "F", "F", "F", "F"], "positions_angstrom": [[0.2809, -0.8803, 0.3003], [1.1233, 0.3662, -0.0541], [-1.3248, 0.1858, -0.0593], [0.3856, 1.5339, 0.2410], [-0.8296, 1.4591, 0.2738], [0.3175, -1.3415, 1.5619], [0.4088, -1.9393, -0.5238], [1.3238, 0.3401, -1.4301], [2.3120, 0.3070, 0.5807], [-2.5483, -0.0248, 0.4881], [-1.4491, -0.0062, -1.3785]]}